DFT (ωB97M-V with the def2-TZVPD basis set) results for 2 unconnected molecules or ions with the total composition CH2BrFO in a non-equilibrium geometry.

For the gap between HOMO and LUMO, the calculation gives 11.8 eV. Its net charge is 0. The HOMO energy comes out at -0.416 hartree. Its largest force on an atom is 1.86 eV/Å. The calculation puts the energy relative to the best compared isomer or geometry (same formula, charge and spin) at 0.140 eV.

Cartesian coordinates (Å):
1 C 1.98196 0.94815 0.40710
2 O 1.94578 2.02241 0.84759
3 F 2.67023 0.65108 -0.72716
4 Br -1.65617 0.65559 -0.02921
5 H -2.37880 1.29171 1.04153
6 H 1.47535 0.01290 0.59862

DFT (ωB97M-V with the def2-TZVPD basis set) results for a single C6H13NO2 molecule in a non-equilibrium geometry.

For the gap between HOMO and LUMO, the calculation gives 10.1 eV. Its net charge is 0. The HOMO energy comes out at -0.346 hartree. Its largest force on an atom is 3.94 eV/Å. The calculation puts the energy relative to the best compared isomer or geometry (same formula, charge and spin) at 2.313 eV.

Cartesian coordinates (Å):
1 C -1.11975 0.61629 -0.51371
2 C -1.62567 -0.74107 0.05430
3 C 0.21492 1.29272 0.10136
4 C 1.39776 0.29591 0.19373
5 C 1.77547 -0.51382 -1.21111
6 C 1.20185 -0.68627 1.41234
7 H -2.87908 0.84043 0.34142
8 H -1.99948 2.16175 0.43179
9 H -1.19574 0.25959 -1.54336
10 H 0.56262 1.97158 -0.68451
11 H -0.09429 1.78313 1.06477
12 H 2.13639 0.98142 0.51368
13 H 1.37150 -1.49623 -1.40597
14 H 1.31303 0.30254 -1.94841
15 H 2.83321 -0.73633 -1.39077
16 H 0.63516 -1.61866 1.19560
17 H 0.93084 -0.14067 2.35568
18 H 2.24967 -0.98128 1.61899
19 H -1.75108 -2.47102 -0.52018
20 N -2.30305 1.44122 -0.24078
21 O -1.99995 -0.96038 1.15687
22 O -1.65435 -1.60085 -0.98171

What is the largest force on an atom in the second record?
3.94 eV/Å

largest force on an atom of number 2 (C6H13NO2)?
3.94 eV/Å

Please write out number 1 again, unchanged.
DFT (ωB97M-V with the def2-TZVPD basis set) results for 2 unconnected molecules or ions with the total composition CH2BrFO in a non-equilibrium geometry.

For the gap between HOMO and LUMO, the calculation gives 11.8 eV. Its net charge is 0. The HOMO energy comes out at -0.416 hartree. Its largest force on an atom is 1.86 eV/Å. The calculation puts the energy relative to the best compared isomer or geometry (same formula, charge and spin) at 0.140 eV.

Cartesian coordinates (Å):
1 C 1.98196 0.94815 0.40710
2 O 1.94578 2.02241 0.84759
3 F 2.67023 0.65108 -0.72716
4 Br -1.65617 0.65559 -0.02921
5 H -2.37880 1.29171 1.04153
6 H 1.47535 0.01290 0.59862

Look up the gap between HOMO and LUMO of the second one.
10.1 eV